240
Properties=species:S:1:pos:R:3:forces:R:3:lowdin_charge:R:1 method="wB97M-V/def2-TZVPD" lumo_ha=0.0129 smiles=COCCNCCOC.COCCNCCOC.COCCNCCOC.COCCNCCOC.COCCNCCOC.COCCNCCOC.COCCNCCOC.COCCNCCOC.COCCNCCOC.COCCNCCOC charge=0
O 8.2874 -1.1072 -5.6986 0.706 -0.452 -0.743 -0.194
O 9.6191 -4.6820 -3.3253 -0.217 0.776 -1.349 -0.184
O 11.6266 0.6340 -2.3701 0.356 1.908 -1.526 -0.197
O 3.3985 4.2019 7.7886 -0.515 -0.330 -0.702 -0.205
O -13.1024 -4.0328 -3.4111 1.742 -0.278 0.185 -0.180
O 1.4700 2.2046 10.3540 -0.965 -0.849 -0.557 -0.193
O -2.4494 -2.5953 0.6172 -0.333 -0.057 -0.007 -0.214
O -5.4582 0.0645 2.9860 0.472 0.932 0.108 -0.197
O 2.9564 0.9311 -0.1496 0.679 1.082 -0.505 -0.226
O -11.3014 -7.5544 10.5687 -0.977 0.414 0.917 -0.199
O 0.3276 -7.4999 3.4008 0.031 0.965 -0.172 -0.211
O -6.8539 -7.4671 7.3550 -0.229 0.691 0.999 -0.204
O -2.2745 -8.7731 -1.1310 -0.107 -1.060 0.027 -0.198
O -4.9854 2.4201 -2.1750 -0.414 1.320 -0.153 -0.216
O -17.2274 -1.5588 -6.3437 1.043 -1.369 -0.159 -0.181
O 0.9160 7.4382 -5.1835 0.659 -0.067 1.894 -0.203
O 9.0685 10.1553 -3.8645 -0.747 0.991 0.213 -0.176
O -1.0849 6.5174 0.9366 -0.612 0.948 0.040 -0.224
O 3.9087 -5.7655 -5.3179 -0.421 0.276 -0.567 -0.202
O 12.1040 14.9554 -4.0537 0.782 1.232 -0.794 -0.192
N -3.6217 0.8956 0.8526 1.478 0.429 0.410 -0.055
N -8.6680 -6.4120 9.5224 0.451 0.747 0.131 -0.048
N 6.3926 -4.0857 -3.3037 0.301 0.578 2.252 -0.062
N 2.1768 1.7864 7.4862 -1.898 0.455 0.271 -0.043
N 0.2199 -1.4347 -0.5130 0.270 -1.535 0.144 -0.066
N -0.5484 7.6028 -1.8004 0.116 -0.076 1.294 -0.070
N 0.2661 -8.7487 0.7381 -0.289 -0.977 -1.816 -0.069
N -15.6444 -4.5487 -5.0104 0.444 0.667 -0.739 -0.062
N 9.1993 13.0320 -5.0278 -1.373 -1.124 -0.595 -0.080
N 9.7902 1.2847 -4.6269 0.467 0.166 -1.772 -0.033
C 5.3043 -4.9456 -3.5450 -1.577 -0.820 -1.746 -0.228
C -12.1663 -3.3768 -2.5420 -0.665 0.323 0.262 -0.103
C -1.6001 -3.1709 -0.3853 0.205 0.187 1.206 -0.202
C 2.1277 7.9270 -5.7230 -0.906 0.773 0.066 -0.131
C 10.0748 14.1615 -4.9987 0.664 -0.087 -0.497 -0.200
C -4.3365 1.9360 0.1032 0.695 -0.802 -0.342 -0.188
C -6.8216 0.3226 3.3492 0.761 -0.287 0.482 -0.108
C 8.6379 12.5128 -3.7807 0.775 0.567 0.474 -0.214
C -3.3237 1.1780 2.2469 -1.587 -0.393 0.815 -0.195
C 4.1638 0.9812 -1.0325 -2.584 -0.982 1.285 -0.040
C 0.8179 2.1634 7.9544 0.061 -1.722 1.187 -0.193
C -14.3606 -4.1976 -2.8209 -0.178 1.132 -0.122 -0.240
C -0.2051 -9.8873 -0.1674 1.056 2.072 -0.066 -0.181
C -6.3604 -7.3872 6.0289 0.120 0.334 0.484 -0.123
C -0.1241 -2.8062 -0.0587 -1.117 0.395 -1.307 -0.186
C -16.2298 -3.2319 -4.9619 -0.548 0.673 -1.252 -0.214
C -3.8335 -2.8542 0.3889 0.378 0.207 0.535 -0.115
C 7.2966 -4.7968 -2.4067 1.791 1.014 -0.863 -0.207
C 0.4537 -6.3253 4.2657 0.793 -1.712 -0.296 -0.071
C -0.9861 -9.3314 -1.4092 0.163 -0.046 1.181 -0.212
C 8.2959 0.2015 -6.2725 -1.574 0.932 0.892 -0.242
C 1.7673 0.3739 -0.7047 0.680 -0.172 0.516 -0.236
C 11.2805 1.9871 -2.8549 1.015 -1.693 0.027 -0.179
C -3.1610 -9.7412 -0.5329 0.413 1.144 0.480 -0.101
C 2.6831 3.9949 6.5476 0.898 0.341 0.145 -0.218
C 2.4918 2.5116 6.2682 0.773 -0.021 -0.197 -0.217
C 1.5037 -7.8655 2.6687 -0.047 -0.862 -0.013 -0.224
C 1.1853 -9.1240 1.8226 -2.043 1.142 0.059 -0.203
C 0.0409 7.4154 0.6450 -1.432 -1.076 0.294 -0.179
C -6.5343 -6.3396 8.2319 -0.679 -0.744 -0.612 -0.202
C 0.8175 7.8847 -3.7911 -1.518 -1.962 -0.838 -0.185
C -9.2776 -6.1787 10.8139 0.271 0.120 0.029 -0.252
C 3.7116 5.5725 7.9877 0.113 -0.828 -0.415 -0.100
C -15.3220 -4.9667 -3.7188 -0.618 -2.013 2.471 -0.252
C -17.6502 -1.1859 -7.6109 -1.280 0.985 -0.202 -0.154
C 0.4539 7.1200 -0.8077 0.058 1.007 0.052 -0.200
C 1.5742 -1.0277 -0.1275 -0.648 0.404 -0.932 -0.215
C -4.6443 1.2782 3.0160 -1.006 0.240 0.381 -0.219
C 0.5861 1.6032 9.3852 0.670 0.411 -0.331 -0.210
C -4.9757 2.1587 -3.5918 0.810 -1.065 1.335 -0.092
C 8.0282 11.1432 -3.8540 -0.106 -0.153 -0.431 -0.227
C 4.3743 -4.5607 -4.7302 0.677 -0.317 -0.510 -0.200
C 8.6693 8.8488 -3.5643 -0.177 -0.614 -0.882 -0.129
C -0.3756 7.0778 -3.1537 1.114 1.111 0.088 -0.188
C 11.3433 0.3386 -1.0561 -1.191 0.042 0.650 -0.149
C 11.1242 1.8601 -4.3388 -1.290 0.131 -0.438 -0.226
C -12.7414 -7.6040 10.8414 0.994 0.218 0.401 -0.094
C 8.6634 -4.1177 -2.4226 0.860 0.326 0.984 -0.221
C 11.5594 13.8081 -4.6443 -2.142 0.633 1.581 -0.210
C -4.1049 1.6333 -1.3563 -1.401 -0.784 -1.949 -0.225
C 3.4735 -5.6523 -6.6846 0.206 -0.710 0.756 -0.099
C -7.1838 -6.4382 9.6008 -0.663 -2.058 -0.720 -0.207
C 10.6404 -3.7538 -3.7603 0.433 -0.859 0.912 -0.097
C 9.0162 -2.0813 -6.4903 -0.176 0.455 0.486 -0.094
C -1.9746 6.9617 1.9951 1.387 -0.656 0.175 -0.099
C 9.5793 1.0158 -6.0867 -0.617 -1.426 0.178 -0.196
C 13.5016 14.9244 -4.0932 0.592 0.568 0.076 -0.132
C -10.7674 -6.2021 10.7753 -1.157 -0.711 -1.505 -0.219
C -16.5322 -2.8223 -6.4069 0.067 1.081 1.469 -0.197
C 1.2858 1.6794 11.6660 0.473 0.318 -0.404 -0.116
H -0.6622 -10.7284 0.3537 -0.423 0.073 0.114 0.098
H 12.0932 2.6996 -2.7131 0.152 -0.094 0.709 0.117
H 0.8531 0.9131 -0.4564 0.276 0.768 0.505 0.110
H 0.6262 8.9578 -3.7896 -0.166 0.045 0.184 0.120
H 4.3249 -5.7763 -7.3537 0.132 0.100 -0.089 0.082
H -13.2576 -6.7529 10.3971 0.063 0.143 0.000 0.079
H 11.3407 -4.2422 -4.4379 -0.375 -0.513 -0.066 0.086
H 4.8996 -3.9723 -5.4825 0.674 -0.037 -0.165 0.107
H -1.4084 7.2910 -1.3722 -0.486 0.009 -0.417 0.094
H -1.9155 -2.8494 -1.3779 0.188 0.157 -0.181 0.120
H -8.9349 -6.9183 11.5375 0.146 0.053 0.534 0.123
H -3.2946 -10.6512 -1.1179 0.150 0.004 -0.135 0.088
H -5.4519 -6.3660 8.3577 0.134 0.643 -0.109 0.120
H 13.8817 14.7765 -5.1040 -0.046 -0.655 -0.181 0.084
H -13.2622 -8.5058 10.5197 0.789 -0.199 -0.640 0.078
H -11.9579 -3.8506 -1.5828 0.076 -1.204 -0.216 0.080
H 3.0352 7.5537 -5.2484 0.007 -0.647 -0.141 0.082
H -0.5330 -8.2187 1.0552 0.018 -0.060 0.343 0.096
H -3.0822 1.6898 -1.7293 0.301 0.425 0.428 0.122
H -2.7796 2.0963 2.4678 0.080 0.158 -0.538 0.116
H -12.5804 -2.4613 -2.1195 -0.271 0.679 -0.683 0.078
H -7.2758 1.0596 2.6869 -0.165 -0.154 -0.175 0.084
H 10.3354 0.6860 -0.8291 -0.566 -0.381 0.081 0.080
H 2.9437 -4.7390 -6.9557 -0.010 0.241 0.401 0.082
H -15.0628 -6.0254 -3.7319 0.563 -0.091 -0.134 0.121
H -6.9869 -5.4183 7.8652 0.620 0.226 -0.818 0.118
H 2.0547 2.2154 12.2226 -0.487 -0.050 0.529 0.090
H 8.9760 -3.0646 -6.0216 -0.294 0.209 0.333 0.073
H 4.3618 -0.0772 -1.2022 0.737 0.148 -0.334 0.078
H 0.5733 3.2251 7.9212 0.091 0.128 -0.061 0.110
H 11.3987 -0.7489 -1.0070 0.028 0.098 0.509 0.088
H -16.2901 -5.0178 -3.2205 -0.044 0.203 0.698 0.121
H 10.0618 14.6710 -5.9621 0.110 -0.287 -0.417 0.110
H 10.3611 -2.8321 -4.2708 -0.803 -0.011 0.301 0.058
H 5.7732 -5.9181 -3.6948 -0.630 -0.649 -0.917 0.105
H 7.8449 13.1644 -3.4137 0.089 0.362 -0.003 0.118
H 3.2983 1.9820 5.7611 0.915 0.504 0.489 0.111
H 7.3489 11.1579 -4.7063 0.455 -0.602 -1.056 0.121
H 13.8808 14.1943 -3.3782 0.274 -0.282 -0.153 0.089
H -18.2058 -0.2604 -7.4594 0.217 0.275 -0.218 0.087
H 0.0417 -3.0070 0.9998 0.073 0.163 0.272 0.111
H -2.4024 7.9625 1.9368 0.128 0.160 -0.743 0.081
H 9.0927 -4.1958 -1.4237 0.157 -0.122 0.299 0.113
H -5.4672 1.1957 -3.7297 0.114 -0.262 -0.331 0.079
H -4.3952 -2.7173 1.3129 0.252 0.661 0.164 0.082
H 1.6977 7.6707 -3.1849 0.453 -0.012 -0.422 0.103
H 1.7166 4.4987 6.5580 -0.236 0.090 0.431 0.107
H 0.7474 0.5256 9.3530 0.292 -0.206 0.003 0.116
H -2.7624 0.3702 2.7164 0.245 -0.204 -0.404 0.117
H 6.8601 -3.6228 -4.0700 -0.205 -0.443 -0.208 0.112
H 2.3089 -8.1366 3.3515 0.159 0.083 0.297 0.112
H 2.7333 2.1718 8.2358 0.824 -0.067 -0.121 0.084
H 4.3902 5.8583 7.1840 -0.070 0.529 -0.148 0.082
H 2.0559 -9.6127 1.3851 0.084 0.098 0.289 0.118
H -3.8858 2.9177 0.2484 -0.202 0.032 0.709 0.129
H -1.7627 -4.2443 -0.2879 0.353 -0.313 -0.336 0.113
H -14.7574 -4.5232 -5.4927 0.031 0.294 -0.701 0.117
H 8.5818 -3.0414 -2.5747 -0.284 0.149 -0.357 0.118
H -16.8728 -1.0303 -8.3589 0.344 -0.054 0.124 0.088
H -14.7018 -3.1742 -2.6651 -0.623 0.189 0.263 0.106
H -4.4928 1.6491 4.0297 0.171 -0.514 0.516 0.114
H 4.6371 -5.1614 -2.7105 0.222 0.667 0.672 0.123
H 1.8718 -7.0803 2.0083 -0.198 0.334 -0.013 0.116
H 9.5140 12.2636 -5.6028 0.208 0.133 -0.068 0.111
H 7.2532 10.9731 -3.1067 0.608 -0.024 1.022 0.119
H -0.4616 1.7215 9.6614 -0.179 0.402 0.198 0.112
H -2.7829 6.2418 2.1237 0.138 -0.061 -0.367 0.080
H 11.9198 1.2967 -4.8263 0.329 -0.182 0.287 0.120
H 1.6937 -1.0573 0.9556 0.239 0.395 0.213 0.118
H -9.0173 -5.1649 11.1181 0.227 -0.017 0.360 0.121
H -14.2750 -4.6309 -1.8244 -0.105 -0.484 0.045 0.123
H 7.7480 8.5924 -4.0873 -0.121 -0.092 -0.315 0.082
H -0.3035 8.4114 0.9235 0.135 0.407 -0.808 0.113
H 10.3493 2.3415 -2.4130 0.001 -0.048 0.168 0.122
H -6.8533 -7.3903 10.0163 0.098 -0.246 0.443 0.114
H 11.9070 0.8368 -0.2674 0.904 -0.057 -0.218 0.083
H 0.5949 -9.7687 2.4736 0.635 -0.663 0.472 0.110
H -2.7989 -9.9563 0.4725 0.132 -0.482 0.015 0.074
H 0.7085 -10.2830 -0.6111 0.157 -0.169 -0.010 0.104
H 3.2140 4.4780 5.7273 0.347 0.012 -0.164 0.115
H -12.8999 -7.6286 11.9195 0.063 0.467 0.206 0.078
H 2.0548 7.7624 -6.7980 0.485 0.010 0.106 0.091
H -0.3972 -8.5321 -1.8591 -0.024 0.109 0.250 0.118
H 7.4994 -5.8244 -2.7085 -0.203 -0.412 -0.396 0.114
H -0.2100 6.0028 -3.0832 0.487 -0.195 -0.525 0.112
H 0.6727 6.0545 -0.8780 -0.314 -0.412 -0.020 0.116
H 9.4441 12.4752 -3.0481 -0.099 0.024 0.603 0.112
H 10.2965 0.3275 -6.5338 1.060 0.391 0.091 0.096
H -11.2229 -3.1639 -3.0448 -0.318 -0.171 -0.222 0.089
H -4.4019 0.6017 -1.5448 0.071 -0.533 0.162 0.110
H -3.9274 2.0975 -3.8842 0.051 -0.127 -0.447 0.079
H 1.7968 2.4423 5.4314 -1.043 -0.159 0.539 0.117
H 2.3691 -1.6401 -0.5533 -0.315 -0.571 -0.106 0.116
H 8.4728 8.5804 -2.5263 0.299 0.579 0.427 0.084
H 0.1061 1.5758 7.3746 -0.229 0.352 -0.370 0.114
H 9.4727 8.2246 -3.9555 -0.122 -0.229 0.178 0.088
H -11.1011 -5.6929 9.8711 0.088 0.579 -0.049 0.120
H 0.8436 7.2023 1.3510 0.299 -0.286 -0.123 0.113
H -4.1209 -9.2581 -0.3503 -0.015 0.085 -0.473 0.084
H -7.3566 -0.6254 3.4061 0.063 -0.032 -0.720 0.085
H 1.7835 0.4402 -1.7926 0.187 -0.604 -0.201 0.117
H 3.5261 -3.9102 -4.5172 -0.180 -0.077 0.765 0.118
H -17.1243 -3.5710 -6.9330 -0.095 -0.079 0.076 0.124
H -0.4547 -0.7763 -0.1505 -0.086 0.088 0.227 0.098
H 4.2603 5.6842 8.9228 -0.311 -0.109 0.075 0.089
H 7.5223 0.7854 -5.7738 -0.103 -0.283 0.918 0.115
H -11.1605 -5.6309 11.6163 -0.324 -0.618 0.428 0.119
H -9.0911 -7.2751 9.2124 0.668 -0.307 -0.574 0.110
H 8.6132 -2.2106 -7.4947 -0.144 0.353 -0.123 0.087
H 11.2522 -3.5162 -2.8901 0.025 0.412 0.169 0.081
H -15.6054 -2.4920 -4.4611 0.342 0.279 -0.319 0.114
H -6.6616 -8.3081 5.5297 -0.052 0.191 -0.033 0.087
H -5.2461 2.0824 2.5928 -0.146 0.118 -0.445 0.098
H 1.4245 7.5863 -0.9766 0.010 0.318 -0.061 0.103
H 11.5348 13.1216 -3.7980 -0.005 -1.021 -0.427 0.116
H -15.5549 -2.7210 -6.8789 -0.001 0.216 -0.589 0.122
H -5.2754 -7.2956 5.9794 0.333 -0.239 0.269 0.076
H 0.2635 1.7873 12.0284 -0.094 0.700 0.127 0.081
H 7.7909 0.2169 -7.2383 1.026 -0.394 -0.867 0.118
H 10.0725 -1.8181 -6.5442 0.091 0.089 -0.177 0.077
H -4.0779 -0.0029 0.9197 -0.438 0.047 -0.788 0.086
H -5.4069 1.9139 0.3081 -0.133 0.451 -0.080 0.118
H 2.7968 -6.4948 -6.8272 0.006 0.065 -0.155 0.083
H -1.2235 7.2348 -3.8205 -0.298 0.153 0.451 0.116
H 12.1118 13.4173 -5.4988 0.081 0.079 -0.044 0.121
H -17.1598 -3.1636 -4.3975 -0.195 -0.734 0.066 0.129
H -4.0790 -3.8958 0.1816 0.446 -0.223 -0.680 0.083
H -6.9196 0.6743 4.3763 0.346 0.475 0.187 0.079
H -6.7460 -5.6652 10.2324 -0.495 0.295 -0.046 0.121
H 2.1257 8.9902 -5.4829 0.310 0.473 -0.533 0.076
H 9.5064 1.8963 -6.7250 0.140 0.248 0.390 0.120
H -1.0276 -10.1172 -2.1634 -0.382 -0.324 -0.031 0.109
H 1.4573 0.6113 11.7992 0.439 -0.314 -0.612 0.080
H 4.9256 1.4816 -0.4347 -0.062 -0.093 -0.328 0.083
H 1.0627 -5.5409 3.8164 -0.401 0.193 -0.319 0.080
H 1.0082 -6.6523 5.1453 0.058 0.050 0.281 0.076
H 9.6120 14.9439 -4.3972 0.500 -0.209 0.796 0.122
H 6.9731 -4.8920 -1.3702 -0.521 0.477 -0.049 0.120
H -18.4028 -1.8595 -8.0207 0.072 -0.519 -0.104 0.083
H -1.3848 6.9478 2.9117 -0.062 0.017 0.357 0.077
H -6.7140 -6.5015 5.5009 -0.485 0.018 -0.097 0.081
H 13.9499 15.8889 -3.8546 -0.499 0.205 0.494 0.084
H 9.7852 0.3643 -4.2110 -0.130 -0.209 0.347 0.094
H 0.4866 -3.5000 -0.6365 0.180 -0.047 0.046 0.112
H 3.9049 1.4761 -1.9685 0.256 0.186 0.044 0.077
H -5.4835 2.8695 -4.2439 -0.079 0.480 0.803 0.082
H 11.1882 2.8739 -4.7341 -0.262 0.098 -0.265 0.117
H -4.1905 -2.1672 -0.3784 -0.313 -0.207 -0.203 0.079
H 2.7824 6.1423 7.9747 0.126 0.409 0.080 0.087
H -0.5344 -6.0115 4.6023 0.073 0.033 -0.473 0.084